The following is a quantum chemistry calculation of a 3-piece molecular cluster, C2H11N3O2 overall in a non-equilibrium geometry, from the OMol25 dataset.

Structure (XYZ):
```
18
Properties=species:S:1:pos:R:3:forces:R:3
H 1.092304 1.392883 -2.315470 -1.494 0.054 2.086
H -2.742906 2.978614 -0.657599 -3.059 0.250 -2.043
N 0.405464 1.174895 -1.492996 2.491 -0.575 -1.169
H 2.666000 1.919194 -0.790994 0.140 -0.645 1.224
H -1.275894 -0.059874 -0.653156 -0.072 0.333 -0.741
N 0.449633 0.044269 0.599109 -0.685 1.059 -1.341
H 0.265592 -4.617957 0.863280 1.390 -0.735 -0.655
O -0.274696 -3.896566 1.161545 -1.211 0.266 0.477
H -1.004641 -4.476990 1.490811 -0.137 0.641 0.152
H 0.904040 -0.565509 1.320460 0.078 1.131 -1.436
H 2.458635 1.250995 0.796977 0.776 0.623 1.282
H -0.616783 -1.532866 0.060401 -0.672 -1.596 -0.460
H -1.684062 -0.472236 0.974633 0.312 0.204 0.533
C -0.909119 -0.534194 0.221080 1.851 0.486 0.907
O -1.986920 2.901083 -0.170879 2.598 0.098 2.421
H -1.299345 2.612983 -0.766322 0.583 -0.502 -0.393
C 1.112048 0.765562 -0.464814 -1.992 -0.856 1.627
N 2.440650 1.115715 -0.176065 -0.897 -0.237 -2.471
```
Forces are in eV/Å.

The total charge is -1. As for the spin multiplicity: 2. The energy relative to the best compared isomer or geometry (same formula, charge and spin) is 33.6 kcal/mol. The expectation value of S² is 0.750. The molecular weight is 109.129 g/mol. The value obtained for the maximum force is 3.69 eV/Å. As for the HOMO-LUMO gap (spin up / spin down): 2.27 / 9.09 eV.

For each atom in turn, the natural (NBO) charge in e is:
1. H 0.333
2. H 0.450
3. N -0.877
4. H 0.377
5. H 0.218
6. N -0.667
7. H 0.319
8. O -1.448
9. H 0.313
10. H 0.401
11. H 0.382
12. H 0.223
13. H 0.189
14. C -0.460
15. O -0.958
16. H 0.492
17. C 0.563
18. N -0.850